No. 1
A cluster of 2 separate species, CH4BBrF3NO3P in total in a non-equilibrium geometry. Source: the OMol25 dataset; level of theory: ωB97M-V/def2-TZVPD.

Last column: Löwdin charge in e.
Positions of all 15 atoms, in Å:
N -0.053 -1.310 1.668  -0.15
P 0.408 -0.410 0.485  0.37
O 1.667 0.439 0.847  -0.19
O 0.774 -1.223 -0.858  -0.14
B -1.079 0.761 0.213  -0.68
Br -0.946 2.603 0.690  0.80
C -2.486 0.205 -0.356  -0.62
F -3.123 1.072 -1.186  0.08
F -2.348 -0.968 -1.030  0.09
F -3.330 -0.025 0.693  0.10
H -0.089 -2.295 1.434  -0.02
H 2.090 0.830 0.019  0.04
H 0.063 -1.217 -1.508  0.06
O 3.814 0.850 -0.790  -0.58
H 4.638 0.687 -0.322  -0.18

Calculated values
F_max in eV/Å: 1.92
Spin multiplicity: 1
Charge: -1
Relative energy (zero: lowest compared OMol25 entry of this formula, charge and spin) in kcal per mole: 0.0
E_tot in a.u.: -3560.8981
LUMO level in eV: 1.84
Kohn-Sham gap in eV: 4.95
E_HOMO in eV: -3.1

No. 2
The molecule CH4BClS in a non-equilibrium geometry. Source: the OMol25 dataset; level of theory: ωB97M-V/def2-TZVPD.

Last column: Löwdin charge in e.
Positions of all 8 atoms, in Å:
B 0.626 -0.612 -0.273  -0.65
C -0.713 -0.299 0.388  -0.37
S -0.193 0.916 -0.834  0.62
Cl 0.739 2.314 0.255  0.19
H 0.600 -1.585 -1.001  0.05
H 1.621 -0.211 0.163  0.01
H -1.692 -0.750 0.029  0.09
H -0.987 0.227 1.274  0.05

Calculated values
F_max in eV/Å: 6.09
Spin multiplicity: 3
Charge: 0
Relative energy (zero: lowest compared OMol25 entry of this formula, charge and spin) in kcal per mole: 42.8
E_tot in a.u.: -923.5283
LUMO level (spin up / spin down) in eV: 0.63 / -4.13
Kohn-Sham gap (spin up / spin down) in eV: 7.06 / 6.41
E_HOMO (spin up / spin down) in eV: -6.4 / -10.5

No. 3
The molecule CH4BF in a non-equilibrium geometry. Source: the OMol25 dataset; level of theory: ωB97M-V/def2-TZVPD.

Last column: Löwdin charge in e.
Positions of all 7 atoms, in Å:
B -0.788 -0.486 -0.027  0.12
C 0.599 0.503 0.002  -0.26
F 1.694 -0.264 0.295  -0.07
H -0.628 -1.723 -0.448  0.03
H -2.051 -0.542 0.374  0.03
H 0.566 1.384 0.665  0.09
H 0.607 1.127 -0.861  0.07

Calculated values
F_max in eV/Å: 3.74
Spin multiplicity: 1
Charge: 0
Relative energy (zero: lowest compared OMol25 entry of this formula, charge and spin) in kcal per mole: 24.7
E_tot in a.u.: -165.1201
LUMO level in eV: -0.12
Kohn-Sham gap in eV: 10.94
E_HOMO in eV: -11.1

No. 4
The molecule CH4BNO2 in a non-equilibrium geometry. Source: the OMol25 dataset; level of theory: ωB97M-V/def2-TZVPD.

Last column: Löwdin charge in e.
Positions of all 9 atoms, in Å:
B -1.320 0.444 -0.036  -0.09
O -0.763 -0.742 -0.442  0.09
N 0.419 -0.955 0.091  -0.43
C 1.151 0.084 0.041  0.05
O 0.695 -2.060 0.488  0.05
H -2.055 0.745 -0.819  0.03
H -1.060 1.296 0.741  0.06
H 0.801 1.056 -0.528  0.13
H 2.132 0.132 0.463  0.10

Calculated values
F_max in eV/Å: 4.64
Spin multiplicity: 1
Charge: 0
Relative energy (zero: lowest compared OMol25 entry of this formula, charge and spin) in kcal per mole: 58.6
E_tot in a.u.: -270.4333
LUMO level in eV: 0.19
Kohn-Sham gap in eV: 9.64
E_HOMO in eV: -9.5

No. 5
A cluster of 2 separate species, CH4BNO3 in total in a non-equilibrium geometry. Source: the OMol25 dataset; level of theory: ωB97M-V/def2-TZVPD.

Last column: Löwdin charge in e.
Positions of all 10 atoms, in Å:
B -0.246 0.350 -0.437  -1.02
C 1.939 -1.529 0.041  0.03
N -0.604 1.207 0.590  0.20
O 1.327 -1.576 1.015  0.02
O -0.937 -0.813 -0.535  0.16
O 0.793 0.559 -1.226  0.20
H -0.349 2.218 0.840  0.13
H -1.257 0.843 1.311  0.10
H -1.557 -1.039 0.158  0.10
H 0.892 -0.218 -1.756  0.08

Calculated values
F_max in eV/Å: 4.52
Spin multiplicity: 3
Charge: 0
Relative energy (zero: lowest compared OMol25 entry of this formula, charge and spin) in kcal per mole: 38.9
E_tot in a.u.: -345.7323
LUMO level (spin up / spin down) in eV: 0.53 / -4.21
Kohn-Sham gap (spin up / spin down) in eV: 7.14 / 5.83
E_HOMO (spin up / spin down) in eV: -6.6 / -10.0

No. 6
A cluster of 2 separate species, CH4BrClOP in total in a non-equilibrium geometry. Source: the OMol25 dataset; level of theory: ωB97M-V/def2-TZVPD.

Last column: Löwdin charge in e.
Positions of all 9 atoms, in Å:
C -0.890 -0.135 -0.596  0.20
O 2.061 1.068 1.586  -0.30
P 2.104 0.840 0.059  0.03
Cl 2.846 2.423 -0.678  0.46
Br 3.564 -0.841 -0.254  0.38
H -0.930 0.617 -1.446  0.04
H -1.367 0.236 0.392  0.07
H -0.683 -1.197 -0.933  0.05
H 1.355 0.689 2.077  0.07

Calculated values
F_max in eV/Å: 3.55
Spin multiplicity: 1
Charge: +1
Relative energy (zero: lowest compared OMol25 entry of this formula, charge and spin) in kcal per mole: 80.4
E_tot in a.u.: -3490.9638
LUMO level (spin up / spin down) in eV: -6.19 / -7.92
Kohn-Sham gap (spin up / spin down) in eV: 8.34 / 6.17
E_HOMO (spin up / spin down) in eV: -14.5 / -14.1